Record 1
16
Properties=species:S:1:pos:R:3:lowdin_charge:R:1 method="wB97M-V/def2-TZVPD" e_above_lowest_kcal_mol=67.31 homo_lumo_gap_ev=10.460 charge=0 mol_weight_da=99.13 smiles=C[C@H]1N[C@H]1[C@H]1CO1 lumo_ev=1.13 homo_ha=-0.3429
H 1.73 -0.61 0.53 0.08
H -1.48 2.48 -0.01 0.12
O 0.49 1.75 0.34 -0.05
C 1.25 -1.58 0.36 -0.05
C -0.52 2.31 -0.49 -0.10
H -1.83 -0.32 -0.83 0.14
H 0.65 0.76 -1.52 0.15
H 1.66 -2.00 -0.57 0.08
H -0.18 3.10 -1.16 0.11
H -0.77 -2.39 0.09 0.13
C -0.25 -1.45 0.26 -0.32
H -0.35 0.05 1.66 0.09
C -0.89 -0.23 -0.27 -0.25
C -0.05 0.94 -0.70 -0.27
H 1.53 -2.25 1.18 0.08
N -1.00 -0.55 1.15 0.07



Record 2
16
Properties=species:S:1:pos:R:3:lowdin_charge:R:1 method="wB97M-V/def2-TZVPD" e_above_lowest_kcal_mol=101.99 homo_lumo_gap_ev=9.514 charge=0 mol_weight_da=99.13 lumo_ev=0.79 homo_ha=-0.3205
C -0.36 -0.70 -0.43 -0.29
C -1.18 0.55 -0.12 -0.17
H -0.66 -1.07 -1.42 0.15
O 1.84 -0.07 -1.53 0.08
H -1.21 -2.33 0.68 0.08
N -0.22 1.49 -0.73 -0.06
H -2.15 0.58 -0.62 0.11
H -1.34 0.71 0.96 0.11
H 0.46 -2.61 0.18 0.09
H 1.58 2.34 -0.17 0.12
H 0.11 -1.51 1.53 0.08
H 1.30 0.53 0.45 0.17
C 0.94 0.06 -0.76 -0.42
C 0.70 1.82 0.20 -0.11
H 0.41 2.04 1.24 0.11
C -0.24 -1.85 0.55 -0.05